{
  "formula": "C43H51F6N2O7",
  "method": "ωB97M-V with the def2-TZVPD basis set",
  "gap_ev": 5.88,
  "total_charge": 1,
  "energy_ev": -79019.451,
  "mol_weight_g_mol": 821.88,
  "e_lumo_ev": -5.00,
  "elements": ["C", "O", "C", "C", "C", "C", "C", "C", "C", "C", "C", "C", "N", "C", "C", "C", "C", "C", "C", "F", "C", "C", "O", "O", "C", "O", "C", "C", "O", "C", "N", "C", "O", "F", "C", "O", "F", "H", "H", "H", "H", "H", "H", "H", "H", "H", "H", "H", "H", "H", "H", "H", "H", "H", "H", "H", "H", "H", "H", "H", "H", "H", "H", "H", "H", "H", "H", "H", "H", "H", "H", "H", "H", "F", "C", "C", "C", "C", "C", "C", "H", "H", "H", "H", "H", "F", "C", "C", "C", "C", "C", "C", "H", "H", "H", "H", "H", "F", "C", "C", "C", "C", "C", "C", "H", "H", "H", "H", "H"],
  "positions_angstrom": [[8.1147, -2.6140, -0.9383], [7.1944, -1.5736, -1.3805], [7.5271, -0.3012, -0.7716], [6.3958, 0.8264, -1.0809], [6.3115, 1.1297, -2.6800], [5.9098, 2.6637, -2.9862], [4.2825, 2.7862, -2.8990], [3.6074, 3.2360, -4.2929], [2.5598, 4.4488, -4.1737], [1.5378, 4.3294, -2.9352], [0.3720, 3.2995, -3.3552], [0.0515, 2.1891, -2.2335], [1.1125, 1.5761, -1.4452], [0.8961, 0.5458, -0.4454], [2.2193, -0.0300, 0.2812], [-0.5404, 0.0243, -0.1149], [-0.7333, -1.0983, 1.0070], [-0.5189, -0.5317, 2.5210], [0.7905, -1.1054, 3.2442], [-0.4232, 0.9209, 2.4733], [-1.7074, 0.6637, -0.9436], [-3.1824, 0.1355, -0.6459], [-3.8282, 0.7137, 0.2715], [-3.8466, -0.9240, -1.3144], [-2.9298, -1.8033, -2.0109], [-3.6943, -2.7737, -2.8298], [-3.0876, -2.7270, -4.1480], [-3.6552, -1.8471, -5.3638], [-2.0480, -3.4095, -4.3850], [-1.4411, 1.7684, -2.0061], [-2.4489, 2.4716, -2.8229], [-3.2205, 3.4673, -2.0531], [-3.4618, 3.4443, -0.8410], [-3.7423, 4.5625, -2.8247], [-3.2998, 1.5581, -3.6032], [-2.9012, 1.1405, -4.7056], [-4.6055, 1.1549, -3.1810], [8.5512, -2.3628, 0.1031], [7.6123, -3.6389, -0.8357], [9.0055, -2.7496, -1.6477], [7.5613, -0.4726, 0.3724], [8.5709, 0.0326, -1.1040], [6.6720, 1.7519, -0.4676], [5.4206, 0.4100, -0.6516], [5.5579, 0.3657, -3.1066], [7.3661, 0.9720, -3.1028], [6.3013, 3.0551, -3.9906], [6.3560, 3.2976, -2.1256], [3.9017, 1.7206, -2.6770], [4.0745, 3.5000, -2.0248], [3.1469, 2.3065, -4.7996], [4.4517, 3.5919, -4.9954], [1.9061, 4.4103, -5.1317], [3.0581, 5.4918, -4.2025], [1.0360, 5.3658, -2.8173], [2.0296, 4.0768, -1.9358], [-0.5393, 3.9113, -3.6642], [0.6907, 2.7040, -4.2961], [2.0857, 1.8945, -1.6049], [3.1796, 0.4054, -0.1882], [2.2775, -1.1779, 0.1703], [2.2015, 0.2566, 1.3857], [-1.8083, -1.5260, 0.9862], [-0.0448, -2.0127, 0.8737], [-1.4147, -0.7715, 3.1986], [1.5519, -1.5936, 2.5283], [1.3796, -0.2808, 3.8064], [0.5300, -1.8872, 4.0575], [-2.2668, -2.4397, -1.3205], [-2.2430, -1.2580, -2.7670], [-4.2037, -2.4723, -6.1491], [-2.7869, -1.2603, -5.8514], [-4.3276, -1.0362, -4.8832], [-5.1886, -6.6875, 2.4922], [-5.5865, -5.7073, 1.6668], [-4.7052, -5.2210, 0.7146], [-5.1167, -4.2076, -0.1448], [-6.4032, -3.6848, -0.0345], [-7.2790, -4.1778, 0.9291], [-6.8706, -5.1987, 1.7816], [-3.7052, -5.6346, 0.6496], [-4.4364, -3.8228, -0.8990], [-6.7227, -2.8908, -0.7023], [-8.2792, -3.7667, 1.0164], [-7.5416, -5.6002, 2.5320], [0.4563, -3.9897, 7.3560], [-0.5351, -4.3959, 6.5482], [-0.2998, -5.4196, 5.6430], [-1.3294, -5.8442, 4.8087], [-2.5792, -5.2328, 4.8819], [-2.8027, -4.2025, 5.7913], [-1.7768, -3.7848, 6.6336], [0.6815, -5.8776, 5.5949], [-1.1585, -6.6495, 4.1021], [-3.3807, -5.5619, 4.2274], [-3.7755, -3.7249, 5.8441], [-1.9353, -2.9904, 7.3536], [1.1395, 6.0695, 5.4686], [0.1534, 5.6781, 4.6482], [0.3838, 4.6471, 3.7505], [-0.6406, 4.2374, 2.9027], [-1.8803, 4.8707, 2.9551], [-2.0985, 5.9083, 3.8573], [-1.0781, 6.3111, 4.7128], [1.3576, 4.1719, 3.7187], [-0.4736, 3.4262, 2.2018], [-2.6777, 4.5533, 2.2902], [-3.0633, 6.4032, 3.8941], [-1.2331, 7.1109, 5.4273]],
  "atomic_forces_ev_per_a": [[0.823, -0.437, 0.615], [0.823, 0.020, 0.835], [-0.378, 0.382, 0.799], [0.880, -0.978, -0.328], [0.503, 0.375, 0.742], [-0.777, -0.661, 0.944], [0.750, -0.001, -0.427], [0.513, 0.415, 0.045], [-0.508, -0.152, -0.445], [-0.347, 0.730, -0.881], [0.723, -0.791, 0.477], [-2.355, -0.756, 0.868], [-3.848, -0.962, 0.325], [-1.814, -0.057, -0.222], [-0.449, 0.376, -0.673], [1.132, 2.344, -2.558], [-0.720, 0.092, 0.340], [0.599, 0.113, 0.643], [0.680, -0.132, 0.501], [-0.082, -1.954, -0.155], [2.476, 0.055, -0.590], [-3.251, 1.654, 3.374], [3.129, -2.312, -3.985], [3.042, 0.954, 0.212], [0.864, -1.458, -1.607], [1.486, 2.226, -0.912], [3.587, -2.607, -2.394], [-0.378, 1.201, 1.571], [-4.367, 2.728, 1.731], [3.985, -1.721, 2.227], [-1.975, -0.698, 1.581], [-2.154, 1.667, 3.898], [1.549, 0.021, -5.355], [1.711, -3.305, 1.170], [0.351, -1.861, -5.041], [-1.642, 1.590, 5.045], [3.415, 1.748, -0.132], [-0.725, -0.309, -1.561], [0.316, 1.692, -0.358], [-1.289, 0.413, 0.822], [0.017, 0.434, -1.610], [-1.400, -0.248, 0.308], [-0.301, -1.186, -0.958], [1.162, 0.613, -0.707], [1.398, 1.320, 0.262], [-1.609, -0.105, 0.517], [-0.586, -0.734, 1.492], [-0.581, -0.901, -1.614], [0.435, 1.565, 0.038], [-0.074, -1.032, -1.345], [0.534, 1.535, 0.795], [-1.393, -0.605, 1.043], [1.027, 0.224, 1.507], [-0.566, -1.860, 0.328], [0.847, -1.747, 0.031], [-0.602, 0.326, -1.463], [1.008, -1.286, 0.737], [-0.438, 0.831, 1.520], [-0.706, -0.218, -0.011], [-1.651, -0.576, 0.614], [-0.299, 1.870, 0.186], [-0.119, -0.408, -1.552], [1.659, 0.890, -0.285], [-0.863, 1.634, -0.103], [1.189, 0.493, -1.337], [-1.383, 0.689, 1.009], [-1.252, -1.115, -0.996], [0.224, 1.228, -1.497], [-1.175, 1.154, -0.626], [-1.006, -0.337, 1.514], [0.798, 0.784, 1.397], [-1.281, -1.374, 0.845], [0.717, -1.477, -1.142], [0.081, -0.111, 0.122], [-0.284, 0.579, -0.485], [0.217, -0.071, 0.026], [-0.233, 0.039, 0.233], [0.021, 0.057, -0.049], [0.305, -0.060, -0.097], [-0.076, -0.072, 0.140], [-0.072, -0.046, 0.016], [-0.157, -0.179, 0.115], [0.039, -0.089, 0.075], [0.103, -0.083, 0.005], [0.072, 0.000, -0.028], [0.101, 0.051, 0.060], [-0.568, -0.241, -0.451], [0.189, -0.042, -0.010], [-0.139, 0.290, 0.157], [-0.050, -0.026, -0.111], [0.254, -0.161, -0.097], [0.021, 0.169, 0.104], [-0.053, 0.027, 0.065], [0.008, 0.073, 0.096], [0.074, 0.010, 0.090], [0.106, -0.056, 0.040], [0.049, -0.056, -0.015], [0.080, 0.013, 0.047], [-0.538, -0.198, -0.419], [0.159, -0.073, -0.015], [-0.146, 0.322, 0.152], [-0.023, -0.051, -0.090], [0.251, -0.189, -0.061], [-0.004, 0.120, 0.102], [-0.038, 0.049, 0.065], [-0.007, 0.052, 0.106], [0.077, 0.029, 0.081], [0.118, -0.048, 0.033], [0.058, -0.046, -0.037]]
}